{"formula": "C53H48F3NO3P3S4TeZr", "method": "ωB97M-V/def2-TZVPD", "species": ["Zr", "S", "S", "S", "S", "C", "C", "P", "C", "C", "C", "C", "C", "C", "C", "C", "C", "C", "C", "C", "C", "P", "C", "C", "C", "C", "C", "C", "C", "C", "C", "C", "C", "C", "H", "H", "H", "H", "H", "H", "H", "H", "H", "H", "H", "H", "H", "H", "H", "H", "H", "H", "H", "H", "H", "H", "H", "H", "H", "H", "Te", "O", "P", "C", "C", "C", "C", "C", "C", "C", "C", "C", "C", "C", "C", "C", "C", "C", "C", "C", "C", "H", "H", "H", "H", "H", "H", "H", "H", "H", "H", "H", "H", "H", "H", "H", "C", "C", "C", "C", "N", "C", "C", "H", "H", "H", "H", "H", "H", "H", "F", "C", "F", "F", "C", "O", "O"], "positions_angstrom": [[-0.199, 0.855, -0.938], [-0.545, 3.477, -0.706], [-2.143, 4.083, 0.427], [-3.557, 2.665, -0.092], [-2.523, 0.946, 0.307], [3.625, 0.869, 1.803], [2.586, 1.784, 2.469], [0.820, 1.456, 1.932], [0.167, 3.011, 2.705], [0.668, 4.209, 2.190], [0.245, 5.429, 2.689], [-0.667, 5.479, 3.732], [-1.176, 4.299, 4.245], [-0.765, 3.074, 3.735], [0.291, 0.266, 3.248], [-1.076, 0.002, 3.376], [-1.561, -0.735, 4.445], [-0.689, -1.244, 5.396], [0.675, -1.068, 5.227], [1.163, -0.325, 4.159], [3.260, 0.633, 0.330], [2.644, 2.221, -0.423], [1.827, 1.717, -1.965], [1.448, 2.949, -2.678], [0.963, 3.146, -3.906], [0.176, 0.764, -4.211], [1.389, 0.026, -3.720], [2.124, 0.486, -2.698], [4.328, 2.868, -0.891], [4.678, 4.136, -0.434], [5.924, 4.680, -0.716], [6.838, 3.957, -1.467], [6.497, 2.697, -1.940], [5.248, 2.162, -1.665], [3.674, -0.098, 2.310], [4.614, 1.332, 1.876], [2.795, 2.807, 2.166], [2.644, 1.760, 3.558], [1.358, 4.187, 1.358], [0.616, 6.345, 2.245], [-0.992, 6.432, 4.131], [-1.908, 4.324, 5.044], [-1.194, 2.178, 4.151], [-1.759, 0.390, 2.631], [-2.628, -0.905, 4.539], [-1.066, -1.787, 6.254], [1.370, -1.502, 5.937], [2.233, -0.217, 4.057], [2.445, -0.078, 0.328], [4.100, 0.207, -0.221], [1.633, 3.850, -2.098], [0.756, 4.163, -4.216], [-0.333, 0.167, -4.968], [1.690, -0.857, -4.268], [2.972, -0.106, -2.369], [3.963, 4.699, 0.157], [6.187, 5.661, -0.338], [7.811, 4.376, -1.691], [7.212, 2.123, -2.517], [4.985, 1.188, -2.060], [-1.785, -0.955, -2.696], [-1.387, -1.547, 0.692], [-1.949, -2.914, 0.859], [-2.192, -3.790, -0.719], [-1.139, -4.495, -1.293], [-1.281, -5.057, -2.551], [-2.479, -4.925, -3.237], [-3.540, -4.241, -2.661], [-3.401, -3.672, -1.404], [-0.951, -4.040, 1.880], [-0.965, -5.424, 1.714], [-0.167, -6.225, 2.515], [0.634, -5.652, 3.492], [0.633, -4.277, 3.672], [-0.155, -3.472, 2.867], [-3.604, -2.945, 1.614], [-4.252, -1.746, 1.881], [-5.550, -1.755, 2.374], [-6.200, -2.958, 2.599], [-5.551, -4.159, 2.338], [-4.256, -4.154, 1.848], [-0.214, -4.602, -0.745], [-0.450, -5.584, -3.001], [-2.588, -5.354, -4.224], [-4.475, -4.137, -3.196], [-4.219, -3.122, -0.955], [-1.579, -5.873, 0.944], [-0.164, -7.298, 2.368], [1.264, -6.281, 4.108], [1.256, -3.827, 4.434], [-0.137, -2.398, 2.964], [-3.744, -0.815, 1.666], [-6.056, -0.817, 2.566], [-7.217, -2.967, 2.970], [-6.062, -5.098, 2.507], [-3.755, -5.090, 1.630], [-2.539, 3.520, -6.615], [-1.622, 2.888, -5.593], [-2.186, 2.704, -4.261], [-1.793, 1.924, -3.242], [-0.771, 0.980, -3.085], [0.645, 2.077, -4.920], [-0.361, 2.582, -5.916], [-3.587, 3.376, -6.355], [-2.366, 3.106, -7.609], [-2.361, 4.597, -6.672], [-3.094, 3.265, -4.067], [-2.446, 1.932, -2.375], [1.554, 1.808, -5.464], [-0.016, 2.715, -6.937], [1.445, -2.963, -2.515], [2.075, -2.880, -1.340], [2.241, -4.132, -0.882], [3.317, -2.399, -1.585], [1.361, -1.936, -0.320], [1.510, -2.175, 0.858], [0.810, -0.941, -0.892]], "mulliken_charge": [-1.710, 0.123, -0.019, -0.196, -0.390, -1.687, -1.969, 2.289, 0.992, -0.411, -0.814, -0.729, -0.814, -0.775, 1.287, -0.962, -0.624, -0.871, -0.998, -0.761, 0.498, 1.114, -0.239, -1.201, -1.630, -0.758, -1.653, 0.846, 0.792, -0.416, -0.646, -0.565, -0.693, -0.488, 0.352, 0.505, 0.736, 1.063, 0.420, 0.437, 0.359, 0.414, 0.542, 0.366, 0.453, 0.365, 0.434, 0.161, -0.848, 0.966, 0.496, 0.385, 0.767, 0.367, 0.466, 0.363, 0.406, 0.363, 0.413, 0.236, 0.021, -0.050, 1.874, 0.195, -0.421, -0.985, -0.727, -0.526, -0.781, 0.816, -0.440, -0.934, -0.822, -0.600, 0.010, 0.459, -0.403, -1.035, -0.480, -0.650, -0.517, 0.638, 0.429, 0.375, 0.425, 0.329, 0.433, 0.422, 0.393, 0.426, -0.328, 0.493, 0.456, 0.381, 0.422, 0.301, -1.679, 1.528, -1.019, -0.131, 0.923, 0.426, -1.460, 0.399, 0.397, 0.287, 0.389, 0.178, 0.634, 0.291, -0.184, 0.187, -0.268, -0.282, -0.016, -0.543, 2.431], "total_energy_ha": -5560.6219, "spin_multiplicity": 1, "fmax_ev_per_a": 1.402, "homo_lumo_gap_ev": 6.39, "total_charge": -1, "mol_weight_g_mol": 1243.98, "lumo_energy_ev": 2.25, "homo_ev": -4.14}

***

{"formula": "C4H7NO2", "method": "ωB97M-V/def2-TZVPD", "species": ["C", "C", "O", "C", "C", "O", "N", "H", "H", "H", "H", "H", "H", "H"], "positions_angstrom": [[-1.312, -0.189, -0.822], [0.207, -0.249, -0.413], [0.880, -0.937, -1.414], [0.750, 1.077, 0.030], [0.734, 1.096, 1.304], [0.349, -0.084, 1.878], [0.332, -1.053, 0.846], [-1.512, -0.950, -1.602], [-1.620, 0.826, -1.300], [-1.915, -0.093, 0.124], [1.576, -1.425, -0.928], [0.989, 1.841, -0.580], [0.952, 1.805, 2.015], [-0.412, -1.666, 0.863]], "mulliken_charge": [-1.344, 1.312, -0.513, -0.894, -0.403, -0.325, -0.429, 0.341, 0.274, 0.380, 0.329, 0.502, 0.508, 0.261], "total_energy_ha": -361.7398, "spin_multiplicity": 1, "fmax_ev_per_a": 4.299, "smiles": "C[C@@]1(O)C=CON1", "homo_lumo_gap_ev": 9.62, "mol_weight_g_mol": 101.10, "lumo_energy_ev": 0.96, "homo_ev": -8.66}